No. 1
DFT (the ωB97M-V functional and the def2-TZVPD basis) results for C22H26N2O7P2Pb as an isolated structure.

```
60
Properties=species:S:1:pos:R:3:forces:R:3
Pb 0.1922 -0.4519 -2.1565 -0.11 0.24 -0.14
C -3.5644 -3.8745 0.3423 0.00 0.10 0.04
C -2.5384 -3.2188 -0.5706 0.34 0.29 -0.03
O -2.3196 -3.9538 -1.7711 -0.13 -0.05 -0.02
P -3.0399 -1.5451 -1.0866 -0.32 0.12 -0.29
O -4.5965 -1.6855 -1.3716 -0.05 0.15 -0.01
O -3.0270 -0.5968 0.1904 0.20 -0.25 0.12
O -2.3272 -0.9630 -2.2539 0.16 -0.35 0.10
P -0.8746 -3.0477 0.2158 0.16 0.10 -0.02
O -1.2272 -2.3073 1.6156 0.24 -0.18 -0.01
O -0.2856 -4.3805 0.4267 -0.10 -0.14 -0.01
O -0.1359 -2.0314 -0.6436 0.06 0.09 0.34
H -4.4258 -4.1824 -0.2480 -0.01 0.01 0.00
H -3.8912 -3.1758 1.1133 -0.01 -0.08 0.05
H -3.1189 -4.7490 0.8182 -0.02 -0.01 -0.01
H -1.7072 -4.6732 -1.5592 0.02 -0.01 0.04
H -4.9147 -0.9638 -1.9340 0.00 -0.17 0.04
H -2.1803 -0.5300 0.6731 -0.18 -0.01 -0.05
H -0.9484 -2.8702 2.3527 -0.09 0.16 -0.07
N 2.6998 0.1297 -1.3258 0.17 -0.07 0.02
C 2.9715 -0.8431 -0.3325 0.03 0.01 0.09
C 3.9376 -1.7943 -0.6508 0.02 -0.12 -0.03
C 4.2094 -2.8619 0.1802 0.03 0.07 -0.11
C 3.4745 -2.9969 1.3432 0.02 -0.06 0.09
C 2.5379 -2.0374 1.6707 -0.06 -0.12 -0.09
C 2.2664 -0.9085 0.8811 -0.02 -0.07 -0.10
C 1.2822 0.0737 1.4573 -0.22 0.15 -0.06
C 1.3214 0.1530 2.8605 -0.04 0.04 0.00
C 0.4308 0.8814 3.6220 -0.04 0.02 0.10
C -0.5694 1.5967 2.9839 0.01 0.02 0.00
C -0.5952 1.6155 1.6068 0.02 -0.10 -0.02
C 0.3200 0.9041 0.8049 0.09 0.14 0.03
H 3.4530 0.1978 -1.9974 0.05 0.07 0.05
H 2.4703 1.0306 -0.9344 -0.13 0.13 -0.08
H 4.4793 -1.6853 -1.5847 0.01 0.01 0.01
H 4.9775 -3.5764 -0.0843 -0.04 -0.03 -0.02
H 3.6210 -3.8528 1.9878 -0.02 0.02 0.03
H 1.9604 -2.1910 2.5696 -0.04 0.01 0.01
H 2.1149 -0.3645 3.3812 -0.01 0.00 -0.03
H 0.5193 0.8921 4.7006 0.03 -0.01 -0.01
H -1.3075 2.1523 3.5486 0.02 0.02 0.00
H -1.3363 2.2178 1.0958 -0.02 -0.01 -0.02
C 2.2702 3.2425 0.2151 -0.18 -0.06 -0.06
C 1.0241 3.5069 -0.6028 0.04 0.05 -0.04
C 0.8595 4.8098 -1.0589 -0.01 -0.03 0.03
C -0.2092 5.1777 -1.8566 -0.08 0.00 -0.04
C -1.1458 4.2198 -2.1885 0.00 0.06 -0.01
C -1.0328 2.9084 -1.7393 -0.07 0.00 0.03
C -2.1420 1.9525 -2.0941 0.16 0.14 0.11
C 0.0669 2.5202 -0.9504 -0.01 0.02 -0.25
N 0.2308 1.1583 -0.5799 0.09 -0.41 0.34
H 2.5650 4.1581 0.7262 0.03 -0.01 0.00
H 3.1114 2.9578 -0.4249 0.01 -0.03 0.01
H 2.1336 2.4748 0.9703 0.03 -0.06 0.05
H 1.6034 5.5506 -0.7876 -0.01 -0.01 0.03
H -0.3209 6.1983 -2.1990 0.03 -0.01 0.00
H -2.0057 4.4869 -2.7930 0.01 0.01 0.01
H -3.1046 2.4599 -2.0207 -0.03 0.03 -0.06
H -2.1691 1.0930 -1.4307 0.01 0.26 -0.07
H -2.0429 1.5924 -3.1224 -0.07 -0.09 0.05
```
Positions in Å, forces in eV/Å.

Summary:
ΔE to the lowest compared entry with this formula, charge and spin ... 0.307 eV
Total charge ... 0



No. 2
DFT (the ωB97M-V functional and the def2-TZVPD basis) results for a 2-piece molecular cluster, C3H10OS2 overall.

```
16
Properties=species:S:1:pos:R:3:forces:R:3
C 2.2256 0.6199 -0.0554 -0.16 0.09 -0.34
C 0.9355 -0.1843 0.2265 -0.11 0.72 0.15
C 0.1682 -0.4465 -1.0910 0.33 0.30 0.36
S -0.6430 -2.0596 -1.2533 1.09 -0.08 -0.73
S -2.4822 -1.9245 -0.5096 -0.66 0.06 1.13
H 3.1369 0.0247 -0.0990 -0.09 -0.09 -0.35
H 2.4386 1.4488 0.6213 -0.28 -0.29 0.43
H 2.0237 1.1340 -1.0000 0.56 -0.12 -0.17
H 1.0581 -1.1457 0.7180 0.43 0.06 0.20
H 0.3920 0.4774 0.9071 -0.58 -0.49 -0.10
H -0.5133 0.3706 -1.3320 -0.15 -0.14 0.00
H 0.9082 -0.4607 -1.8959 -0.09 -0.19 -0.11
H -2.1885 -2.3008 0.7721 -0.31 0.21 -0.44
O -2.2780 1.6521 1.6286 -0.95 -1.10 1.08
H -2.9728 0.9536 1.6529 0.79 0.74 0.09
H -2.2091 1.8408 0.7097 0.18 0.34 -1.21
```
Positions in Å, forces in eV/Å.

Summary:
ΔE to the lowest compared entry with this formula, charge and spin ... 0.400 eV
SMILES ... CCCSS.O
Total charge ... 0



- ΔE to the lowest compared entry with this formula, charge and spin of number 1 (C22H26N2O7P2Pb)?
  0.307 eV



- Look up the total charge of the first one.
  0